No. 1
DFT (the ωB97M-V functional and the def2-TZVPD basis) results for a 2-piece molecular cluster, C5H12O2 overall.

Geometry (Å):
C: -1.435 -1.956 0.295
C: -0.706 -0.844 0.262
C: 0.695 -0.722 0.851
C: 1.570 0.376 0.240
C: 0.992 1.784 0.404
O: 0.303 1.888 1.639
H: -2.518 -1.870 0.267
H: -1.055 -2.956 0.467
H: -1.147 0.076 -0.105
H: 1.136 -1.718 0.885
H: 0.459 -0.412 1.869
H: 2.505 0.357 0.807
H: 1.737 0.158 -0.815
H: 0.336 1.995 -0.439
H: 1.801 2.512 0.477
H: 0.578 2.611 2.210
O: -1.281 -0.739 -3.185
H: -1.900 -1.340 -2.731
H: -0.452 -0.865 -2.726

Summary:
LUMO level (eV): 0.772
Energy above the lowest of the compared OMol25 structures with the same formula, charge and spin (kJ/mol): 185.14
E_HOMO (hartree): -0.346
SMILES string: C=CCCCO.O
Orbital gap (Eh): 0.375

***

No. 2
DFT (the ωB97M-V functional and the def2-TZVPD basis) results for a 2-piece molecular cluster, C5H12O2 overall.

Geometry (Å):
C: 1.930 1.210 -0.368
O: 1.135 0.447 0.455
C: -0.054 0.166 0.010
C: 0.667 -0.382 -2.199
C: -0.801 -0.935 0.682
C: -1.788 -0.432 1.742
O: -1.140 0.166 2.841
H: 1.477 2.167 -0.647
H: 1.483 0.352 -1.476
H: 2.927 1.294 0.059
H: -0.599 0.957 -0.509
H: 1.473 -0.730 -2.860
H: 0.026 0.288 -2.780
H: 0.094 -1.272 -1.927
H: -0.081 -1.619 1.145
H: -1.353 -1.491 -0.089
H: -2.510 0.257 1.274
H: -2.356 -1.276 2.146
H: -0.529 0.834 2.502

Summary:
LUMO level (eV): 0.485
Energy above the lowest of the compared OMol25 structures with the same formula, charge and spin (kJ/mol): 509.79
E_HOMO (hartree): -0.284
Orbital gap (Eh): 0.302

***

No. 3
DFT (the ωB97M-V functional and the def2-TZVPD basis) results for a 3-piece molecular cluster, C5H12O2 overall.

Geometry (Å):
C: -3.404 -1.745 0.574
C: -2.165 -1.599 0.111
C: -1.154 -1.077 1.060
C: -1.290 0.122 1.633
C: 0.105 -1.904 1.234
H: -3.780 -1.736 1.590
H: -4.272 -2.039 -0.025
H: -1.875 -1.853 -0.899
H: -0.556 0.610 2.252
H: -2.134 0.681 1.246
H: -0.120 -2.873 1.690
H: 0.776 -1.329 1.867
H: 0.541 -2.197 0.277
O: 3.544 2.815 -0.477
H: 3.900 2.115 0.079
H: 3.962 3.621 -0.193
O: 2.596 3.132 -4.197
H: 2.852 2.284 -4.551
H: 2.476 2.974 -3.271

Summary:
LUMO level (eV): 0.578
Energy above the lowest of the compared OMol25 structures with the same formula, charge and spin (kJ/mol): 214.76
E_HOMO (hartree): -0.338
SMILES string: C=CC(=C)C.O.O
Orbital gap (Eh): 0.359

***

No. 4
DFT (the ωB97M-V functional and the def2-TZVPD basis) results for a 2-piece molecular cluster, C5H12O2 overall.

Geometry (Å):
C: 2.181 -0.433 -0.622
C: 1.132 -1.038 0.329
C: -0.293 -0.522 0.090
C: -0.386 1.037 0.108
C: 0.274 1.651 1.280
O: 0.226 1.198 2.393
H: 2.033 -0.740 -1.649
H: 2.179 0.667 -0.570
H: 3.177 -0.597 -0.231
H: 1.442 -0.937 1.362
H: 1.136 -2.093 0.029
H: -0.820 -0.840 0.984
H: -0.821 -0.849 -0.798
H: -1.440 1.278 0.248
H: -0.067 1.402 -0.861
H: 0.820 2.608 1.118
O: -3.253 -0.746 -1.231
H: -3.903 -0.158 -1.631
H: -3.615 -0.887 -0.348

Summary:
LUMO level (eV): 0.639
Energy above the lowest of the compared OMol25 structures with the same formula, charge and spin (kJ/mol): 116.12
E_HOMO (hartree): -0.355
SMILES string: CCCCC=O.O
Orbital gap (Eh): 0.379

***

No. 5
DFT (the ωB97M-V functional and the def2-TZVPD basis) results for one molecule with the formula C5H12O2.

Geometry (Å):
C: 2.246 0.100 1.444
C: 0.889 0.647 1.019
C: 0.372 0.031 -0.288
O: 0.587 -1.366 -0.350
C: -1.124 0.313 -0.468
C: -1.628 -0.121 -1.834
O: -1.762 -0.436 0.569
H: 2.217 -0.995 1.445
H: 3.055 0.401 0.768
H: 2.501 0.437 2.453
H: 0.157 0.441 1.809
H: 0.912 1.742 0.896
H: 0.918 0.453 -1.141
H: -0.095 -1.754 0.221
H: -1.307 1.388 -0.314
H: -1.324 -1.155 -2.021
H: -2.722 -0.052 -1.896
H: -1.213 0.512 -2.624
H: -2.679 -0.585 0.313

Summary:
LUMO level (eV): 0.809
Energy above the lowest of the compared OMol25 structures with the same formula, charge and spin (kJ/mol): 54.98
E_HOMO (hartree): -0.370
SMILES string: CC[C@@H](O)[C@@H](C)O
Orbital gap (Eh): 0.400

***

No. 6
DFT (the ωB97M-V functional and the def2-TZVPD basis) results for one molecule with the formula C5H12O2.

Geometry (Å):
C: -2.194 0.238 1.416
C: -1.118 -0.586 0.605
C: -0.175 0.219 -0.286
O: 0.126 1.400 0.451
C: 1.150 -0.551 -0.556
C: 1.894 -0.023 -1.781
O: 1.945 -0.479 0.606
H: -1.895 0.672 2.391
H: -2.735 1.039 0.885
H: -2.930 -0.511 1.681
H: -0.475 -1.105 1.329
H: -1.615 -1.355 0.001
H: -0.631 0.497 -1.251
H: -0.602 1.421 1.094
H: 0.931 -1.619 -0.715
H: 2.057 1.056 -1.684
H: 2.867 -0.516 -1.878
H: 1.323 -0.208 -2.699
H: 1.761 0.413 0.948

Summary:
LUMO level (eV): 0.873
Energy above the lowest of the compared OMol25 structures with the same formula, charge and spin (kJ/mol): 90.27
E_HOMO (hartree): -0.369
SMILES string: CC[C@@H](O)[C@@H](C)O
Orbital gap (Eh): 0.401

***

No. 7
DFT (the ωB97M-V functional and the def2-TZVPD basis) results for one molecule with the formula C5H12O2.

Geometry (Å):
C: 2.032 -0.106 1.575
C: 0.949 0.798 0.963
C: 0.391 0.270 -0.387
O: 0.796 -1.062 -0.648
C: -1.147 0.284 -0.437
C: -1.652 -0.138 -1.812
O: -1.534 -0.662 0.563
H: 1.889 -1.154 1.311
H: 3.028 0.166 1.214
H: 2.037 -0.039 2.667
H: 0.120 0.920 1.670
H: 1.370 1.798 0.808
H: 0.777 0.870 -1.220
H: 0.257 -1.582 -0.027
H: -1.540 1.281 -0.174
H: -1.165 -1.073 -2.103
H: -2.739 -0.285 -1.814
H: -1.416 0.623 -2.564
H: -2.453 -0.911 0.415

Summary:
LUMO level (eV): 0.803
Energy above the lowest of the compared OMol25 structures with the same formula, charge and spin (kJ/mol): 79.56
E_HOMO (hartree): -0.371
SMILES string: CC[C@@H](O)[C@@H](C)O
Orbital gap (Eh): 0.401

***

No. 8
DFT (the ωB97M-V functional and the def2-TZVPD basis) results for a 3-piece molecular cluster, C5H12O2 overall.

Geometry (Å):
C: 0.433 -1.958 2.014
C: -0.010 -1.043 1.146
C: -0.351 -1.416 -0.203
C: 0.079 -0.746 -1.300
C: -0.264 -0.802 -2.720
H: 1.174 -1.698 2.763
H: 0.036 -3.005 2.174
H: 0.345 -0.004 1.215
H: -1.344 -1.882 -0.396
H: 0.804 0.079 -1.129
H: 0.673 -0.636 -3.206
H: -0.958 -0.001 -3.009
H: -0.684 -1.741 -3.054
O: -1.684 3.118 0.847
H: -0.793 2.978 1.084
H: -2.040 2.236 0.959
O: 1.154 2.180 0.756
H: 1.963 2.766 0.647
H: 1.466 1.576 1.412

Summary:
LUMO level (eV): 0.422
Energy above the lowest of the compared OMol25 structures with the same formula, charge and spin (kJ/mol): 289.54
E_HOMO (hartree): -0.318
SMILES string: C=C/C=C/C.O.O
Orbital gap (Eh): 0.333

***

No. 9
DFT (the ωB97M-V functional and the def2-TZVPD basis) results for a 2-piece molecular cluster, C5H12O2 overall.

Geometry (Å):
C: -1.482 -0.965 0.532
C: -0.056 -1.124 -0.113
C: 0.453 0.179 -0.799
C: -0.291 1.268 -0.972
C: 0.234 2.466 -1.820
O: 0.916 3.379 -0.941
H: -1.652 -1.231 1.575
H: -1.833 0.104 0.557
H: -2.221 -1.584 0.070
H: 0.389 -1.374 0.842
H: -0.064 -1.958 -0.829
H: 1.529 0.122 -0.918
H: -1.369 1.300 -1.017
H: 0.916 2.078 -2.560
H: -0.710 2.867 -2.204
H: 1.379 2.780 -0.347
O: 0.262 -4.083 3.038
H: -0.128 -4.275 3.905
H: 1.211 -4.189 3.146

Summary:
LUMO level (eV): 0.782
Energy above the lowest of the compared OMol25 structures with the same formula, charge and spin (kJ/mol): 260.52
E_HOMO (hartree): -0.357
SMILES string: CC/C=C/CO.O
Orbital gap (Eh): 0.386

***

No. 10
DFT (the ωB97M-V functional and the def2-TZVPD basis) results for C5H12O2 as an isolated structure.

Geometry (Å):
C: -1.988 -1.365 -1.381
C: -0.680 -1.254 -0.606
C: -0.117 0.168 -0.597
O: -1.035 1.089 -0.017
C: 1.226 0.236 0.111
C: 1.667 1.489 0.604
O: 1.110 1.119 2.338
H: -2.405 -2.376 -1.323
H: -2.725 -0.661 -0.983
H: -1.838 -1.125 -2.441
H: 0.074 -1.931 -1.029
H: -0.826 -1.570 0.438
H: -0.032 0.508 -1.640
H: -1.051 0.914 0.937
H: 1.986 -0.485 -0.191
H: 1.031 0.193 1.542
H: 1.047 2.372 0.481
H: 2.724 1.673 0.777
H: 1.831 1.008 2.981

Summary:
LUMO level (eV): 0.869
Energy above the lowest of the compared OMol25 structures with the same formula, charge and spin (kJ/mol): 357.66
E_HOMO (hartree): -0.313
Orbital gap (Eh): 0.345